[1]
Below is 4 unconnected molecules or ions with the total composition C42H82BClF7INO5P, with properties calculated with ωB97M-V/def2-TZVPD.

The total energy is -106223.884 eV. For the LUMO energy, the calculation gives 0.01 eV. Its SMILES is CCN[C@@]1([C@@H](I)CC)[C@](CCCCCCCCCOC)(P(O)Cl)OC(=O)[C@]1(B(O)CC)C(F)(F)C(F)(F)C(F)(F)F.CCCCCC.CCCCCC.CCCCCC. Its largest force on an atom is 2.0 eV/A. For the gap between HOMO and LUMO, the calculation gives 8.77 eV. The HOMO energy comes out at -8.760 eV. Its multiplicity is 1.

Cartesian coordinates (Å):
C  -0.70630  1.39138  -0.39263
C  -0.09809  0.33497  -1.34307
N  0.26984  0.97105  -2.60046
C  0.79638  0.11490  -3.66717
C  -0.22038  -1.01694  -3.96223
I  -2.17149  -0.13821  -4.42706
C  0.16437  -2.14186  -4.95198
C  -0.91808  -2.71894  -5.86510
C  1.02180  1.12023  -4.89800
C  0.88261  2.61812  -4.65930
C  -0.50916  3.26824  -4.76840
C  -0.75266  4.28414  -3.64986
C  -2.25017  4.56605  -3.48012
C  -2.86345  3.57893  -2.50007
C  -4.37870  3.61080  -2.49637
C  -4.97372  2.45729  -1.65172
C  -6.01864  1.60772  -2.40426
C  -5.57239  0.17318  -2.68992
O  -6.59025  -0.72379  -2.29906
C  -6.17948  -2.07491  -2.37627
P  0.45844  0.55793  -6.66931
O  -0.70848  1.60939  -7.09282
Cl  1.96717  1.32017  -7.85580
O  2.49397  0.99828  -5.07635
C  2.77941  -0.32709  -4.77833
O  3.30513  -1.10832  -5.50127
C  2.25746  -0.37065  -3.30707
B  3.32925  0.78483  -2.83710
O  4.57819  0.46158  -3.29685
C  3.23568  2.14480  -2.05139
C  2.30449  2.34809  -0.84716
C  2.40726  -1.74841  -2.65700
F  1.31515  -2.07819  -1.90326
F  2.50216  -2.74050  -3.58456
C  3.64335  -2.03627  -1.72553
F  3.43310  -3.34433  -1.33373
F  4.83017  -2.05326  -2.38036
C  3.75137  -1.26053  -0.37725
F  4.58224  -0.18939  -0.51030
F  2.56328  -0.82943  0.06331
F  4.28763  -2.05789  0.56385
H  -0.76943  2.36202  -0.87351
H  -0.11475  1.50949  0.50882
H  -1.70793  1.10783  -0.08610
H  0.74295  -0.11003  -0.83161
H  -0.88313  -0.41581  -1.44836
H  -0.54738  1.49042  -2.89470
H  -0.47670  -1.53419  -3.05354
H  0.98811  -1.90146  -5.60760
H  0.47943  -2.99603  -4.36382
H  -1.18380  -2.04761  -6.67249
H  -0.45807  -3.58441  -6.34007
H  -1.77087  -3.10331  -5.31829
H  1.51297  3.08433  -5.40928
H  1.27347  2.89518  -3.69015
H  -1.33919  2.56467  -4.73285
H  -0.58673  3.79316  -5.71461
H  -0.19774  5.19660  -3.84601
H  -0.39181  3.83667  -2.72177
H  -2.39708  5.58668  -3.14386
H  -2.71476  4.42910  -4.45634
H  -2.51278  3.83516  -1.50091
H  -2.51993  2.56760  -2.72335
H  -4.72730  4.53889  -2.05413
H  -4.77685  3.52244  -3.50198
H  -4.16537  1.80929  -1.32062
H  -5.44358  2.84054  -0.75180
H  -6.30415  2.08670  -3.33291
H  -6.90944  1.51063  -1.79210
H  -4.63831  -0.05377  -2.17402
H  -5.41224  0.06547  -3.76872
H  -7.00890  -2.66773  -2.74507
H  -5.31843  -2.20043  -3.03008
H  -5.90234  -2.43217  -1.38417
H  -1.41809  1.65001  -6.44293
H  5.25814  0.82088  -2.72433
H  4.24159  2.34932  -1.67645
H  3.10080  2.93970  -2.78071
H  2.02984  1.44567  -0.32011
H  2.79468  2.99051  -0.12078
H  1.43426  2.90850  -1.16401
C  4.69236  -3.01606  6.63316
C  3.26658  -3.32602  6.18551
C  3.13779  -3.55094  4.67993
C  3.51337  -2.34751  3.81360
C  2.71663  -1.07517  4.09744
C  1.22273  -1.24623  3.84022
H  5.06503  -2.09351  6.18575
H  4.73848  -2.89583  7.71637
H  5.37076  -3.82590  6.35770
H  2.59899  -2.52153  6.50673
H  2.92557  -4.22847  6.69939
H  2.11208  -3.85720  4.45493
H  3.77110  -4.39554  4.39141
H  3.37346  -2.61902  2.76520
H  4.58020  -2.13410  3.92753
H  3.10067  -0.27569  3.45700
H  2.87541  -0.74128  5.12699
H  1.04050  -1.54686  2.80532
H  0.68528  -0.31298  4.01745
H  0.79117  -2.00411  4.49502
C  1.86179  4.68950  6.08162
C  1.97932  4.70622  4.56008
C  1.51527  3.40862  3.90097
C  2.31544  2.16483  4.29106
C  3.81366  2.24696  4.00615
C  4.13109  2.41276  2.52351
H  2.48947  3.91664  6.52727
H  2.17347  5.64633  6.50228
H  0.82998  4.50935  6.38972
H  3.01139  4.92774  4.27491
H  1.37238  5.52731  4.17001
H  1.54260  3.53435  2.81411
H  0.46438  3.23766  4.15516
H  1.90015  1.30538  3.75482
H  2.16811  1.95228  5.35386
H  4.28555  1.33020  4.36838
H  4.26630  3.06526  4.57255
H  3.71789  1.58244  1.94508
H  5.20969  2.43121  2.35895
H  3.72191  3.34264  2.12569
C  -5.99978  -3.38911  2.70242
C  -4.56986  -2.97961  2.36085
C  -3.69870  -4.14518  1.89471
C  -3.49555  -5.25444  2.92731
C  -2.88210  -4.79753  4.24925
C  -1.48320  -4.20931  4.09196
H  -6.02971  -4.10087  3.52843
H  -6.58900  -2.52008  2.99782
H  -6.48958  -3.84693  1.84061
H  -4.11291  -2.48755  3.22368
H  -4.60065  -2.23081  1.56457
H  -2.72555  -3.75558  1.58195
H  -4.14536  -4.58721  0.99861
H  -2.85351  -6.02296  2.48562
H  -4.45120  -5.74550  3.13083
H  -2.82992  -5.65788  4.92133
H  -3.53255  -4.06822  4.73957
H  -0.80457  -4.93545  3.63918
H  -1.07381  -3.93058  5.06457
H  -1.48798  -3.31257  3.47046

***

[2]
Below is 10 unconnected molecules or ions with the total composition C42H83ClF16N2O16S11, with properties calculated with ωB97M-V/def2-TZVPD.

The total energy is -255822.101 eV. For the LUMO energy, the calculation gives -0.18 eV. Its largest force on an atom is 2.6 eV/A. For the gap between HOMO and LUMO, the calculation gives 8.03 eV. The HOMO energy comes out at -8.213 eV. Its multiplicity is 1.

Cartesian coordinates (Å):
C  -3.15542  -2.21300  -0.97496
C  -2.34164  -1.00533  -1.43657
S  -1.39984  -1.36683  -2.96246
C  0.36333  -1.09831  -2.48885
C  0.89876  0.18331  -3.16371
C  1.44410  1.31013  -2.27265
C  2.67052  1.04694  -1.38209
C  2.38107  0.16250  -0.14686
C  3.14154  -1.15137  -0.13786
F  3.21571  -1.63309  -1.40804
F  2.44681  -2.07393  0.54511
C  4.61261  -1.09190  0.35378
F  5.00131  -2.37701  0.46281
F  5.40417  -0.55662  -0.57381
C  4.84889  -0.45339  1.76111
F  3.79132  -0.69114  2.55253
F  5.87002  -1.11424  2.31935
C  5.27126  1.05364  1.75501
F  6.60479  1.05791  1.63417
F  4.79716  1.74939  0.71281
C  4.98112  1.80323  3.10513
F  5.90191  2.78435  3.17381
F  5.20257  1.01789  4.14947
C  3.61468  2.52272  3.18156
F  2.58049  1.70106  3.02314
F  3.52574  3.04224  4.41238
F  3.52739  3.52831  2.32770
N  1.97335  2.26534  -3.31528
C  1.48672  3.67467  -3.30631
C  -0.04203  3.80691  -3.30453
O  -0.48276  4.33600  -2.07273
C  -0.61608  4.67401  -4.47174
F  0.29313  5.18077  -5.29296
F  -1.46478  3.92632  -5.19762
F  -1.31703  5.70007  -3.98753
C  2.11639  1.59662  -4.65613
N  1.30643  2.28449  -5.61687
C  3.61200  1.95709  -5.02912
O  4.53399  1.33127  -4.43646
O  3.76280  2.88665  -5.80403
C  1.73630  0.07177  -4.50862
C  0.78530  -0.36179  -5.65651
C  0.47184  -1.87592  -5.74738
C  -0.96137  -2.04350  -6.28283
S  -1.04546  -3.20403  -7.65373
O  -0.21490  -4.34088  -7.44608
O  -0.89485  -2.52589  -8.89336
O  -2.58627  -3.72349  -7.61659
C  2.88435  -0.93082  -4.37880
C  3.61164  -1.18367  -5.67593
O  3.62351  -0.49013  -6.64796
Cl  4.51567  -2.75969  -5.68202
H  -3.55954  -2.05946  0.01945
H  -2.49911  -3.08499  -1.02567
H  -3.98889  -2.40356  -1.64333
H  -3.04967  -0.21436  -1.68956
H  -1.70286  -0.60235  -0.64976
H  0.34456  -1.05329  -1.40311
H  0.89901  -1.99969  -2.76684
H  -0.02214  0.63131  -3.55654
H  0.69569  1.78159  -1.63553
H  2.97506  2.02169  -0.98198
H  3.53837  0.70100  -1.94601
H  1.30733  -0.00259  -0.10389
H  2.60957  0.68059  0.78208
H  2.95621  2.39850  -3.04717
H  2.01175  4.21064  -4.09617
H  1.84636  4.08913  -2.36128
H  -0.49274  2.81857  -3.38867
H  0.05687  5.10211  -1.85207
H  1.52166  2.03398  -6.57032
H  0.31545  2.23364  -5.41954
H  -0.13538  0.21283  -5.58396
H  1.23665  -0.08078  -6.60620
H  1.14293  -2.32042  -6.48497
H  0.62525  -2.43212  -4.82820
H  -1.65490  -2.40944  -5.52503
H  -1.36389  -1.11093  -6.67104
H  -2.88854  -3.56027  -6.71199
H  2.60165  -1.89668  -3.96470
H  3.63215  -0.51496  -3.70012
C  -2.18953  2.11307  -9.25492
S  -0.47796  2.56854  -9.56205
O  0.30363  2.16041  -8.36663
C  -0.72700  4.34427  -9.44362
H  -2.25277  1.02613  -9.24433
H  -2.50883  2.51017  -8.29034
H  -2.81797  2.50625  -10.05394
H  -1.14108  4.59392  -8.46607
H  -1.40137  4.66849  -10.23642
H  0.23923  4.82935  -9.56580
C  7.48614  2.11229  7.47364
S  7.70097  0.40849  7.99977
O  8.92041  0.35739  8.85434
C  8.15233  -0.23099  6.38022
H  7.23186  2.70389  8.35009
H  8.41384  2.48062  7.03295
H  6.67312  2.16728  6.74946
H  9.03616  0.29062  6.01068
H  7.31695  -0.09561  5.69277
H  8.36949  -1.29153  6.48474
C  -7.95390  0.08148  0.28841
S  -6.17143  0.22035  0.13915
O  -5.68871  -0.99577  -0.57645
C  -5.80881  -0.01746  1.88609
H  -8.39006  0.15931  -0.70134
H  -8.21552  -0.88233  0.72156
H  -8.32679  0.89306  0.91479
H  -6.20556  -0.97798  2.21577
H  -6.25386  0.79428  2.46128
H  -4.72784  -0.00438  2.01647
C  -3.32841  -6.87821  -9.72774
S  -4.39575  -5.44660  -9.93493
O  -5.79761  -5.90820  -9.74866
C  -4.12461  -5.26908  -11.70457
H  -3.37799  -7.18857  -8.68624
H  -3.67260  -7.68973  -10.36963
H  -2.30300  -6.60450  -9.97703
H  -4.41772  -6.18616  -12.21660
H  -3.07263  -5.05057  -11.88923
H  -4.73566  -4.44139  -12.05851
C  9.28103  -3.41235  10.33690
S  8.94529  -3.30965  8.57558
O  7.59155  -3.88043  8.34639
C  10.14005  -4.56241  8.08333
H  8.60545  -2.72983  10.84798
H  9.10900  -4.43149  10.68464
H  10.31180  -3.11402  10.52708
H  9.90974  -5.50669  8.57751
H  11.14369  -4.23002  8.34924
H  10.07261  -4.68879  7.00469
C  6.39582  4.63389  10.91214
S  5.42091  3.18410  11.33867
O  5.16932  2.42903  10.07889
C  3.91732  4.08409  11.73427
H  7.38059  4.29773  10.59228
H  5.91186  5.17814  10.10025
H  6.49672  5.27230  11.78958
H  3.59639  4.66323  10.86786
H  4.10300  4.74111  12.58359
H  3.14869  3.36008  11.99613
C  -11.94097  0.85136  -2.26877
S  -11.81431  -0.49637  -1.08422
O  -10.36085  -0.83490  -0.97018
C  -12.55172  -1.75013  -2.14433
H  -11.48652  1.73532  -1.82467
H  -11.40943  0.58601  -3.18361
H  -12.98925  1.04606  -2.47874
H  -11.97377  -1.83598  -3.06526
H  -13.57903  -1.47633  -2.36316
H  -12.53053  -2.69836  -1.60997
C  -16.76292  -1.29318  -0.66787
S  -15.94905  0.30320  -0.53079
O  -14.50832  0.08996  -0.85350
C  -16.07369  0.42915  1.25655
H  -16.75796  -1.58781  -1.71552
H  -16.22390  -2.03346  -0.07622
H  -17.79186  -1.20523  -0.31994
H  -15.57901  -0.42377  1.72134
H  -17.12455  0.46201  1.54358
H  -15.58300  1.34955  1.56605
C  5.07195  -0.79278  15.25640
S  6.31222  0.37631  14.68132
O  5.80088  1.74130  14.97773
C  6.04996  0.08016  12.93007
H  5.03668  -0.74229  16.34278
H  4.09770  -0.52737  14.84532
H  5.35252  -1.79982  14.94740
H  5.01155  0.28935  12.67223
H  6.29627  -0.95497  12.69206
H  6.70379  0.74504  12.37106

***

Q: Which value of multiplicity does entry 2 give?
A: 1